The following is a quantum chemistry calculation of C4H6NPS in the gas phase in a non-equilibrium geometry, from the OMol25 dataset.

Positions of all 13 atoms, in Å:
C (-0.99, -1.92, 0.17)
C (-1.39, -0.62, 0.09)
C (0.79, -0.33, -0.09)
C (2.16, 0.21, -0.02)
N (-0.29, 0.29, -0.14)
P (-3.15, -0.09, 0.02)
S (0.76, -2.07, 0.18)
H (-1.74, -2.67, 0.47)
H (2.61, 0.31, -0.94)
H (2.26, 1.27, 0.26)
H (2.91, -0.26, 0.61)
H (-2.87, 1.13, 0.52)
H (-3.78, -0.60, 1.17)

The total charge is 0. As for the energy relative to the best compared isomer or geometry (same formula, charge and spin): 0.2896 eV. As for the spin multiplicity: 3. The frontier orbital gap (spin up / spin down) is 0.21658 / 0.27690 hartree. The total energy is -25854.3200 eV.

Atomic partial charges in e from the Mulliken method, atoms 1 to 6:
1. C -0.553
2. C 0.323
3. C 0.696
4. C -1.155
5. N -0.535
6. P -0.050